No. 1
Here is a single C4H5F2NO2 molecule in a non-equilibrium geometry from the Open Molecules 2025 dataset. Energies are from ωB97M-V/def2-TZVPD.

## Properties
E = -15245.2805 eV
energy above the lowest of the compared OMol25 structures with the same formula, charge and spin = 343.4 kJ/mol
E_HOMO = -9.7510 eV
lowest unoccupied orbital energy = 0.0050 Eh
orbital gap = 9.89 eV

XYZ file:
```
14
C4H5F2NO2 ωB97M-V/def2-TZVPD
C -2.2989 -0.3655 -0.0369
C -0.9733 0.3188 -0.0316
O -1.0300 1.6308 -0.1305
C 0.2002 -0.3680 0.0821
C 1.4421 0.3430 0.0784
O 1.5766 1.5563 0.0065
N 2.5812 -0.4533 0.3354
F 2.5523 -1.7286 -0.1867
F 3.7649 0.0789 -0.0981
H -2.6972 -0.3796 0.9773
H -2.2126 -1.3876 -0.3907
H -2.9934 0.1930 -0.6591
H -0.1106 2.0016 -0.1062
H 0.1987 -1.4397 0.1601
```

No. 2
Here is a gas-phase ion, C7H7ClFN4O (charge +1) in a non-equilibrium geometry from the Open Molecules 2025 dataset. Energies are from ωB97M-V/def2-TZVPD.

## Properties
E = -30612.4854 eV
E_HOMO = -12.4334 eV
lowest unoccupied orbital energy = -0.1479 Eh
orbital gap = 8.41 eV
charge = +1

XYZ file:
```
21
C7H7ClFN4O ωB97M-V/def2-TZVPD
C -3.6976 1.2104 -0.2028
N -2.6135 0.9536 0.3623
C -1.4341 0.4716 0.1716
N -0.2813 1.0818 0.1898
C 0.9691 0.5119 0.1148
C 1.9527 1.6704 0.0865
N 3.2575 1.4562 -0.0264
O 1.4535 2.7844 0.1442
C 1.1512 -0.8350 0.0503
Cl 2.7256 -1.5420 -0.0092
C 0.0452 -1.7867 0.0363
N 0.2945 -3.1097 -0.0495
C -1.2248 -1.3069 0.1026
F -2.3490 -1.9985 0.1695
H -3.8434 1.1347 -1.2785
H -4.5294 1.5581 0.3943
H -0.1507 2.1270 0.2349
H 3.6775 0.5415 -0.0674
H 3.8473 2.2762 -0.0342
H -0.4672 -3.7609 -0.1186
H 1.2170 -3.4380 -0.2705
```

No. 3
Here is a single C5H6O molecule from the Open Molecules 2025 dataset. Energies are from ωB97M-V/def2-TZVPD.

## Properties
E = -7327.4684 eV
energy above the lowest of the compared OMol25 structures with the same formula, charge and spin = 175.2 kJ/mol
E_HOMO = -10.3551 eV
lowest unoccupied orbital energy = 0.0130 Eh
orbital gap = 10.71 eV

XYZ file:
```
12
C5H6O ωB97M-V/def2-TZVPD
C -1.9536 0.3126 0.0012
C -0.9568 -0.8590 -0.0977
C 0.4267 -0.4157 0.1451
C 1.5471 -0.0027 0.3437
C 2.8853 0.5621 0.4453
O 3.1376 1.5928 1.0273
H -2.1969 0.5455 1.0381
H -1.5167 1.2036 -0.4401
H -2.8865 0.1238 -0.5312
H -1.0068 -1.3413 -1.0838
H -1.2096 -1.6483 0.6232
H 3.6766 -0.0029 -0.0854
```

No. 4
Here is a single C4H4O3 molecule in a non-equilibrium geometry from the Open Molecules 2025 dataset. Energies are from ωB97M-V/def2-TZVPD.

## Properties
E = -10352.5818 eV
energy above the lowest of the compared OMol25 structures with the same formula, charge and spin = 253.8 kJ/mol
E_HOMO = -10.3795 eV
lowest unoccupied orbital energy = 0.0306 Eh
orbital gap = 11.21 eV

XYZ file:
```
11
C4H4O3 ωB97M-V/def2-TZVPD
O -0.7820 2.0681 -1.5407
C -0.6998 1.1868 -0.7407
O -1.7515 0.3672 -0.3652
C -1.0503 -0.3179 0.6850
C 0.2702 0.1707 0.1920
C 1.4488 -0.5667 -0.2828
O 1.4042 0.0597 1.0027
H -1.1460 -1.4010 0.6920
H -1.3141 0.1039 1.6640
H 2.0972 -0.0139 -0.9580
H 1.5232 -1.6568 -0.3484
```

No. 5
Here is a molecular structure, C5H8AgLiO3 in a non-equilibrium geometry from the Open Molecules 2025 dataset. Energies are from ωB97M-V/def2-TZVPD.

## Properties
E = -15642.4427 eV
E_HOMO = -16.6835 eV
lowest unoccupied orbital energy = -0.3246 Eh
orbital gap = 7.85 eV
charge = +2

XYZ file:
```
18
C5H8AgLiO3 ωB97M-V/def2-TZVPD
C -0.7011 5.3549 5.4924
C 0.2775 6.1230 5.5048
H -1.4092 4.8854 6.1669
H -1.6396 3.4950 4.4734
H 0.7755 6.9695 5.0470
Li -2.4417 6.2688 1.6720
O -4.2049 3.1922 2.9828
Ag -3.3332 0.6694 3.8196
O -2.2894 2.8813 3.8055
C -3.0013 3.6975 3.0757
O -2.6878 4.8780 2.9073
C -5.2624 3.8254 2.2189
C -6.4839 3.8381 3.1008
H -4.9283 4.8428 1.9799
H -5.4253 3.2191 1.3184
H -6.3892 4.6080 3.8777
H -7.3571 4.0658 2.4767
H -6.6314 2.8577 3.5727
```

No. 6
Here is a single C6H7ClS molecule in a non-equilibrium geometry from the Open Molecules 2025 dataset. Energies are from ωB97M-V/def2-TZVPD.

## Properties
E = -29691.2619 eV
energy above the lowest of the compared OMol25 structures with the same formula, charge and spin = 118.1 kJ/mol
E_HOMO = -8.1973 eV
lowest unoccupied orbital energy = 0.0283 Eh
orbital gap = 8.97 eV

XYZ file:
```
15
C6H7ClS ωB97M-V/def2-TZVPD
C 2.2449 -0.1499 -1.7379
C 1.3911 -0.8998 -0.7780
C 0.4321 -0.5953 0.0903
S -0.6145 -1.7120 1.0378
C -1.6614 -0.4294 1.8400
C -1.3783 0.7758 0.9291
C -0.3096 0.6752 0.1233
Cl 0.1336 1.9169 -1.0371
H 3.2029 -0.7662 -1.9460
H 2.5434 0.8531 -1.3800
H 1.6817 -0.1447 -2.8313
H 1.7768 -1.8794 -0.7591
H -1.4093 -0.3482 2.8666
H -2.6113 -0.8221 1.4929
H -1.9367 1.6526 0.7840
```

No. 7
Here is a gas-phase ion, C2HO3S2 (charge -1) in a non-equilibrium geometry from the Open Molecules 2025 dataset. Energies are from ωB97M-V/def2-TZVPD.

## Properties
E = -29903.3961 eV
energy above the lowest of the compared OMol25 structures with the same formula, charge and spin = 161.4 kJ/mol
E_HOMO = -4.4943 eV
lowest unoccupied orbital energy = 0.1152 Eh
orbital gap = 7.63 eV
charge = -1

XYZ file:
```
8
C2HO3S2 ωB97M-V/def2-TZVPD
O 0.0829 1.4883 0.8171
C -0.9215 1.4942 0.0469
O -1.5187 2.3607 -0.6160
C -1.4675 0.0658 -0.1549
O -0.1872 -0.9792 -0.5080
S -2.6970 -0.3982 1.1260
S -3.0885 -0.2816 -0.8658
H 0.3746 -0.6828 0.1475
```

No. 8
Here is 14 unconnected molecules or ions with the total composition C4H36N2O15 in a non-equilibrium geometry from the Open Molecules 2025 dataset. Energies are from ωB97M-V/def2-TZVPD.

## Properties
E = -38424.5650 eV
energy above the lowest of the compared OMol25 structures with the same formula, charge and spin = 462.7 kJ/mol
E_HOMO = -7.9344 eV
lowest unoccupied orbital energy = 0.0015 Eh
orbital gap = 7.98 eV

XYZ file:
```
57
C4H36N2O15 ωB97M-V/def2-TZVPD
N -0.1915 -1.5317 0.4184
C -0.2308 -0.1613 -0.0509
C -0.5502 0.8218 0.8673
N -0.4234 2.1568 0.5310
C 0.2438 2.6252 -0.6609
C -0.7219 3.0037 -1.7770
O -1.3199 1.9052 -2.4459
O -1.0633 0.5329 2.0146
H 0.5257 -1.5625 1.1655
H 0.0170 -2.2277 -0.3064
H -1.0398 -1.7563 0.9391
H -1.8164 1.3922 -1.7845
H 0.2269 0.1490 -0.9721
H -0.8004 2.8131 1.1982
H 0.7315 3.5503 -0.3692
H 0.8678 1.8233 -1.0286
H -0.0696 3.4980 -2.5023
H -1.4530 3.7333 -1.4066
H 0.9862 -0.8480 3.9828
H -0.0482 0.1674 3.2983
O 0.7060 0.0583 3.9495
H 1.6475 -1.9877 -1.8783
H 0.8418 -3.1724 -2.4697
O 1.1690 -2.8091 -1.6446
H 3.5762 -1.8340 0.2653
H 2.6693 -2.8166 -0.2155
O 3.5377 -2.4982 -0.4111
H 2.8090 1.8992 3.0586
H 1.3729 1.3046 3.0237
O 2.0747 1.7058 2.4690
H -4.0048 2.3496 1.6405
H -3.3830 2.5382 0.3026
O -4.2552 2.4679 0.7253
H -0.0919 -1.3830 -4.4639
H -0.8022 -2.3907 -3.6722
O -0.2852 -2.3513 -4.4935
H 3.3742 -0.4214 -2.2907
H 3.5206 -1.6445 -3.1726
O 2.9696 -0.8733 -3.0241
H 1.9445 -0.0325 -0.0621
H 2.5543 0.6107 1.2164
O 2.5830 -0.1920 0.6448
H 2.6886 -2.4835 1.9433
H 2.5419 -1.0004 1.8864
O 2.0032 -1.7715 2.0699
H -3.7949 -0.1481 0.5055
H -2.9902 -0.7239 -0.7546
O -3.6085 -0.9526 -0.0565
H -2.7576 -2.5648 2.6497
H -3.2411 -2.9432 1.3449
O -2.3975 -2.9354 1.8319
H 1.4454 0.4167 -3.8588
H -0.0418 0.8378 -3.6380
O 0.5280 0.1011 -3.7674
H -2.1929 1.4798 2.9906
H -3.7416 1.8906 3.1286
O -2.8392 2.1847 3.1164
```